39
Properties=species:S:1:pos:R:3:forces:R:3:lowdin_charge:R:1 method="wB97M-V/def2-TZVPD" total_charge=0 homo_lumo_gap_ev=7.807
H 0.102855 -1.576945 0.813282 -0.45 0.21 -0.54 0.00
H -0.660725 -0.277702 1.010658 -0.20 0.01 -0.34 0.03
H -2.394925 0.935141 -0.934042 0.30 -0.17 0.04 0.02
H -3.626670 0.326135 -0.284459 0.27 0.46 -0.01 0.00
H 3.711891 1.539872 -0.989355 0.07 -0.07 0.08 0.02
H 3.834584 2.363724 -2.260676 0.10 -0.01 0.02 0.04
H -4.759674 -1.179153 -0.531759 -0.05 -0.16 0.01 0.05
H -5.689268 -1.035937 -1.725654 0.03 0.05 -0.05 0.06
H 1.388254 -2.772588 4.187515 -0.12 0.01 0.02 0.04
H 0.520772 -2.569883 2.956082 -0.13 -0.07 0.14 0.00
H -3.563554 3.184544 1.602279 -0.15 -0.05 0.00 0.03
H -3.342150 1.729276 1.980722 0.05 -0.08 -0.26 0.03
H 2.817205 2.844925 1.588820 -0.18 0.06 0.01 0.02
H 2.150061 2.377420 2.871941 -0.03 -0.06 -0.12 0.03
H 0.273700 1.484702 -1.368768 -0.14 -0.07 0.17 0.04
H -0.169805 0.580982 -2.507466 -0.15 0.00 0.15 0.03
H -0.000496 4.067562 0.751829 0.12 -0.12 0.01 0.03
H 0.611932 5.446276 0.936543 0.07 -0.04 -0.07 0.04
H 1.550336 -0.923346 -1.317699 -1.15 -0.34 -0.15 0.04
H 0.921251 -1.551096 -2.550673 -1.08 -0.26 -0.27 0.05
H 3.426540 -2.109897 -0.667793 0.72 -0.11 0.38 0.07
H 3.769727 -1.227682 -1.856894 0.95 0.27 0.06 0.07
H 1.838152 -4.406237 0.894705 -0.11 -0.02 0.01 0.05
H 1.285901 -2.995892 1.021151 0.22 -0.13 -0.26 0.00
H -1.340822 -1.670167 -2.115096 0.09 -0.21 0.22 0.02
H -2.710311 -1.776517 -1.464535 0.02 0.20 -0.02 0.01
O 0.208505 -0.619754 0.773106 0.46 -0.10 0.55 -0.05
O -2.673537 0.414901 -0.171995 -0.31 0.25 0.49 -0.08
O 4.344207 1.798456 -1.669283 -0.21 0.01 -0.05 -0.06
O -4.794984 -0.831415 -1.429992 -0.27 -0.24 0.02 -0.05
O 0.474937 -2.825831 3.884187 0.19 0.08 0.02 -0.05
O -3.817020 2.288049 1.355213 -0.16 0.51 0.45 -0.06
O 2.279110 2.131033 1.949103 0.21 -0.05 0.07 -0.07
O -0.494076 1.261695 -1.907077 0.23 0.25 -0.30 -0.04
O 0.845243 4.529853 0.750199 -0.14 0.22 0.03 -0.06
O 1.408570 -1.773381 -1.749361 -11.86 -0.31 -3.30 -0.11
O 3.020624 -1.583644 -1.365848 12.54 0.76 3.16 -0.11
O 1.026408 -3.896198 0.795095 0.11 0.08 0.18 -0.03
O -1.772754 -1.701284 -1.254018 0.13 -0.76 -0.53 -0.06